No. 1
{"formula": "C3H5P", "method": "the ωB97M-V functional and the def2-TZVPD basis", "gap_ev": 9.3321, "smiles": "CC1=PC1", "spin_multiplicity": 1, "charge": 0, "total_energy_ev": -12477.4338, "fmax_ev_per_a": 3.4, "symbols": ["C", "C", "P", "C", "H", "H", "H", "H", "H"], "positions_angstrom": [[-0.63958, 0.99643, 0.05090], [0.78111, 0.47307, -0.05571], [2.42452, 0.42096, 0.22786], [1.51346, -1.08200, -0.40804], [-0.71019, 1.60623, 0.90247], [-1.27994, 0.20107, 0.50302], [-0.97455, 1.36475, -1.00581], [1.09345, -1.86329, 0.30456], [1.31858, -1.38843, -1.47963]]}

=====

No. 2
{"formula": "C2H7N4S", "method": "the ωB97M-V functional and the def2-TZVPD basis", "gap_ev": 9.7162, "smiles": "NN1C=NC[N@@H+]1S", "spin_multiplicity": 1, "charge": 1, "total_energy_ev": -18972.0567, "fmax_ev_per_a": 4.8, "symbols": ["N", "N", "C", "N", "C", "N", "S", "H", "H", "H", "H", "H", "H", "H"], "positions_angstrom": [[-0.26067, 1.77682, 0.54619], [-0.73481, 0.72584, -0.00576], [-1.51164, -0.03416, 0.84758], [-1.14196, -1.21005, 0.99361], [-0.06532, -1.61500, 0.10474], [0.57647, -0.42784, -0.29917], [1.99889, 0.17946, 0.62729], [0.24266, 2.37634, -0.01353], [-0.17232, 1.97575, 1.45213], [-2.42583, 0.36506, 1.34904], [0.68310, -2.34050, 0.55966], [-0.62460, -2.29345, -0.61405], [0.71021, -0.43188, -1.25076], [2.66330, 0.16089, -0.56736]]}